<P>
DFT (ωB97M-V/def2-TZVPD) results for 3 unconnected molecules or ions with the total composition C6H16O2.

Structure (ORCA input):
```
! wB97M-V def2-TZVPD RIJCOSX def2/J DEFGRID3
* xyz 0 1
C -1.23735 3.08834 0.38987
C -0.47752 1.77203 0.34537
C -0.56644 1.23522 -1.08761
C -1.78775 0.26501 -1.36163
C -1.44961 -2.16594 -0.83814
C -1.77862 -0.93423 -0.50060
H -1.46061 3.51874 1.37532
H -2.10833 3.23045 -0.25391
H -0.64763 3.94220 -0.04758
H 0.54963 2.12290 0.53671
H -0.87418 1.01727 1.02893
H 0.34475 0.86859 -1.55556
H -0.84133 2.03498 -1.80213
H -1.60034 -0.00817 -2.38561
H -2.70281 0.86332 -1.37706
H -1.17254 -2.40887 -1.85838
H -1.48030 -2.98761 -0.12117
H -2.14789 -0.71542 0.50661
H 0.83159 -3.28439 0.38508
H 0.64221 -3.67056 1.95653
O 0.69928 -2.97714 1.29889
H 5.94406 0.19384 0.99026
H 4.75184 -0.80224 1.00786
O 5.02293 0.09582 1.24447
*
```

The structure (SMILES) is C=CCCCC.O.O. Its highest occupied orbital energy is -9.39 eV. Its LUMO energy is 0.70 eV.

For reference, the Mulliken charges in units of e are: -1.2807 -0.1974 -0.7632 -0.6112 -1.0074 0.0859 0.3387 0.3061 0.3316 0.2522 0.3059 0.4099 0.3255 0.3224 0.2936 0.2597 0.3394 0.3005 0.3332 0.3122 -0.6573 0.3202 0.3175 -0.6375

<Q>
DFT (ωB97M-V/def2-TZVPD) results for a molecular structure, C6H16O2.

Structure (ORCA input):
```
! wB97M-V def2-TZVPD RIJCOSX def2/J DEFGRID3
* xyz 0 1
C -0.96585 -0.30782 2.34037
C -1.38405 0.79506 1.37281
C -0.20961 1.67711 0.81462
C 0.59378 0.88801 -0.17362
C 0.35258 0.82018 -1.64765
C 1.30534 0.08477 -2.48809
H -0.20914 -0.96663 1.88871
H -1.87574 -0.89025 2.48482
H -0.65239 0.03604 3.33450
H -2.05163 1.46414 1.88874
H -2.01321 0.36650 0.48962
H 0.37360 2.00431 1.64210
H -0.45589 2.64687 0.34445
H 1.62202 0.57812 0.09388
H -0.24047 1.71600 -2.06711
H 0.90965 -0.24456 -3.45032
H 1.70715 -0.87032 -1.91062
H 2.07999 0.76899 -2.94376
H -0.76463 -2.46108 -0.89073
H -0.13208 -0.03967 -0.85881
O -0.84558 -1.59274 -0.65147
H 0.28136 -1.67365 -0.19363
H 1.15283 -2.81359 0.56620
O 1.42197 -1.98580 0.01499
*
```

Its highest occupied orbital energy is -8.40 eV. Its LUMO energy is -0.87 eV.

For reference, the Mulliken charges in units of e are: -1.0695 -0.3946 -1.0231 -0.1151 0.4830 -1.1692 0.2709 0.2824 0.3955 0.4284 0.3291 0.3783 0.3547 0.3474 0.3347 0.3835 0.2762 0.3232 0.2323 -0.0042 -0.8480 0.3710 0.2622 -0.8292

<R>
DFT (ωB97M-V/def2-TZVPD) results for 2 unconnected molecules or ions with the total composition C6H16O2.

Structure (ORCA input):
```
! wB97M-V def2-TZVPD RIJCOSX def2/J DEFGRID3
* xyz 0 1
C 1.96153 1.16461 0.81143
O 2.34837 1.79807 2.04687
C 1.16864 -0.13150 1.00856
C 0.01633 -0.29021 0.07517
C -0.62252 -1.69121 0.23672
C 0.44161 0.04343 -1.38736
C -0.52409 -0.40744 -2.49181
H 2.89283 0.93195 0.29625
H 1.41042 1.97991 0.35021
H 1.77654 1.60415 2.79083
H 1.81342 -1.02049 0.88863
H 0.90306 -0.00653 2.07924
H -0.70367 0.46187 0.43270
H 0.07489 -2.49156 0.00995
H -1.56138 -1.86426 -0.31402
H -1.04935 -1.64286 1.23760
H 1.42019 -0.44194 -1.57845
H 0.59022 1.11396 -1.47324
H -0.04213 -1.08693 -3.19988
H -0.91006 0.49521 -2.96748
H -1.27015 -1.08053 -2.08574
H -3.53161 0.10187 1.19410
H -3.05911 1.43070 0.64544
O -3.54399 1.02977 1.39427
*
```

The structure (SMILES) is CC[C@@H](C)CCO.O. Its highest occupied orbital energy is -10.18 eV. Its LUMO energy is 0.67 eV.

For reference, the Mulliken charges in units of e are: -0.2814 -0.5718 -0.8105 0.8712 -1.6274 -0.5448 -1.0329 0.2658 0.2696 0.2915 0.2494 0.3449 -0.0712 0.3488 0.4349 0.4200 0.3126 0.2995 0.2673 0.3144 0.2534 0.3114 0.3200 -0.6345

<S>
DFT (ωB97M-V/def2-TZVPD) results for 2 unconnected molecules or ions with the total composition C6H16O2.

Structure (ORCA input):
```
! wB97M-V def2-TZVPD RIJCOSX def2/J DEFGRID3
* xyz 0 1
O 0.66484 1.24399 -0.18058
C 0.00000 0.00000 0.00000
C 0.89865 3.29556 -1.30955
C 0.02155 2.09138 -1.10778
H -0.83561 -0.16585 -0.70062
H -0.38800 -0.05977 1.03077
H 0.74356 -0.80203 -0.14309
H 0.42681 4.13476 -1.84781
H 1.74616 2.92449 -1.91009
H 1.28641 3.66872 -0.34674
H -0.34033 1.52120 -1.98493
H -0.86508 2.45435 -0.55317
O 1.62401 4.26870 2.17630
C 3.00983 4.17461 1.92412
C -0.11444 4.83107 3.76014
C 1.34488 4.28409 3.53236
H 3.17430 3.88292 0.87319
H 3.50043 3.43246 2.57614
H 3.48017 5.15772 2.09411
H -0.31824 5.84717 3.38249
H -0.26389 4.82536 4.85295
H -0.83674 4.13425 3.30262
H 1.31521 3.22758 3.86153
H 2.13476 4.79607 4.11495
*
```

The structure (SMILES) is CCOC.CCOC. Its highest occupied orbital energy is -9.39 eV. Its LUMO energy is 1.09 eV.

For reference, the Mulliken charges in units of e are: -0.3077 -0.7211 -0.7042 -0.2023 0.3395 0.2348 0.2209 0.3617 0.2995 -0.1059 0.3874 0.2480 -0.3320 -0.7664 -1.0820 -0.2857 0.2513 0.3390 0.2830 0.3014 0.3540 0.2626 0.2502 0.3739

Last place for stability: <Q>

<P>
DFT (ωB97M-V/def2-TZVPD) results for a single C5H6N2 molecule.

Structure (ORCA input):
```
! wB97M-V def2-TZVPD RIJCOSX def2/J DEFGRID3
* xyz 0 1
C 1.79935 0.90442 -0.02459
C 2.24183 -0.49414 0.11320
C 0.49259 0.97555 -0.12389
C -2.51184 -1.01525 -0.02760
C -1.59182 -0.00687 -0.03792
N 1.64806 -1.56769 0.31195
N -0.33272 -0.05850 -0.39893
H 2.49042 1.69459 -0.11839
H 3.36408 -0.49068 0.06963
H -0.18498 1.88067 -0.08375
H -3.48444 -0.91217 0.39983
H -2.06255 -1.93247 -0.21356
H -1.86801 1.02254 0.13403
*
```

Its highest occupied orbital energy (spin up / spin down) is -8.67 / -8.55 eV. Its LUMO energy (spin up / spin down) is -1.77 / 0.00 eV.

For reference, the Mulliken charges in units of e are: -0.5874 0.1572 0.1602 -0.8041 0.2397 -0.4416 -0.3487 0.3902 0.2820 0.1716 0.2991 0.3353 0.1465

<Q>
DFT (ωB97M-V/def2-TZVPD) results for a single C5H6N2 molecule.

Structure (ORCA input):
```
! wB97M-V def2-TZVPD RIJCOSX def2/J DEFGRID3
* xyz 0 1
C -1.15384 -1.30805 0.12933
C -1.24855 1.53085 0.00777
C -0.09043 0.87218 -0.06903
N 1.19444 1.33585 -0.21094
C 1.94797 0.25717 -0.14841
C 1.24924 -0.94850 0.01280
N -0.07000 -0.59080 0.04694
H -2.12240 -0.91602 -0.10648
H -1.11639 -2.35370 0.33476
H -1.32213 2.58286 -0.17674
H -2.17001 1.08068 0.33173
H 3.02785 0.32874 -0.23073
H 1.56147 -1.97795 0.06452
*
```

Its highest occupied orbital energy (spin up / spin down) is -7.34 / -7.23 eV. Its LUMO energy (spin up / spin down) is -0.50 / -0.17 eV.

For reference, the Mulliken charges in units of e are: -0.3411 -1.0101 0.6441 -0.6574 -0.2139 -0.3227 0.1325 0.2030 0.2568 0.3037 0.2355 0.3877 0.3818

Last place for stability: <P>

<P>
DFT (ωB97M-V/def2-TZVPD) results for a single C5H6N2 molecule.

Structure (ORCA input):
```
! wB97M-V def2-TZVPD RIJCOSX def2/J DEFGRID3
* xyz 0 1
N -2.14132 0.78474 -1.08221
C -1.42246 1.44460 -0.29255
C -1.37813 0.03072 -0.00219
C -0.19367 -0.82382 -0.40556
C 0.95706 -0.68356 0.57905
C 2.16617 0.04378 0.25698
N 1.38100 0.73265 0.95046
H -1.98468 -0.35746 0.81829
H 0.12521 -0.51720 -1.40947
H -0.49147 -1.87758 -0.47124
H 0.97162 -1.39317 1.40761
H -1.11617 2.46847 -0.11428
H 3.12685 0.14782 -0.23488
*
```

The structure (SMILES) is C1=N[C@H]1C[C@H]1C=N1. Its highest occupied orbital energy is -9.83 eV. Its LUMO energy is 1.12 eV.

For reference, the Mulliken charges in units of e are: -0.5309 -0.2280 0.0372 -0.7690 0.0708 -0.2455 -0.4576 0.4058 0.3412 0.3102 0.3897 0.3371 0.3391

<Q>
DFT (ωB97M-V/def2-TZVPD) results for 2 unconnected molecules or ions with the total composition C5H6N2.

Structure (ORCA input):
```
! wB97M-V def2-TZVPD RIJCOSX def2/J DEFGRID3
* xyz 0 1
C 0.75092 -0.96357 1.58910
C -1.49755 1.14400 -0.67880
C 1.86703 -0.68901 -0.59212
C -2.18388 0.06142 -0.81560
C 1.49972 -0.24676 0.65398
N 0.17441 -1.55118 2.38453
N -0.68064 2.03227 -0.47971
H 2.65257 -0.30219 -1.13913
H 1.25995 -1.59310 -0.78575
H -3.13443 -0.04538 -1.38872
H -1.78933 -0.88714 -0.30469
H 2.02853 0.43565 1.24531
H -0.94728 2.60500 0.31159
*
```

The structure (SMILES) is C=CC#N.C=C=N. Its highest occupied orbital energy is -9.38 eV. Its LUMO energy is 0.14 eV.

For reference, the Mulliken charges in units of e are: 0.3103 0.6188 -0.5720 -0.8151 -0.2466 -0.3946 -0.5175 0.3244 0.2309 0.2481 0.1986 0.3329 0.2820

<R>
DFT (ωB97M-V/def2-TZVPD) results for a molecular structure, C5H6N2.

Structure (ORCA input):
```
! wB97M-V def2-TZVPD RIJCOSX def2/J DEFGRID3
* xyz 0 1
C -1.30247 -0.52178 -0.02749
C -1.33002 1.01550 0.20317
C 0.15855 0.80901 0.34276
N 1.28045 1.23229 -0.15726
C 2.01445 0.05365 -0.28095
C 1.28620 -1.04869 0.06795
N 0.07944 -0.54997 0.53644
H -1.24682 -0.76742 -1.09110
H -2.02653 -1.15728 0.48280
H -1.63134 1.63357 -0.64316
H -1.85917 1.31960 1.10924
H 3.03073 0.07819 -0.65110
H 1.54654 -2.09666 0.10871
*
```

Its highest occupied orbital energy is -8.80 eV. Its LUMO energy is 0.99 eV.

For reference, the Mulliken charges in units of e are: -0.4243 -0.4651 0.3855 -0.6525 -0.2149 -0.3805 -0.0207 0.2370 0.2743 0.2489 0.2268 0.4125 0.3732

<S>
DFT (ωB97M-V/def2-TZVPD) results for a single C5H6N2 molecule.

Structure (ORCA input):
```
! wB97M-V def2-TZVPD RIJCOSX def2/J DEFGRID3
* xyz 0 1
C 0.73589 -0.97879 1.56028
C -1.03634 0.08522 -0.15014
C 1.93605 -1.29081 0.92692
C -0.87984 -0.33809 1.19277
C -1.00669 1.16515 -1.13316
N 1.53449 -1.48642 2.38685
N -1.44871 -1.06527 0.09643
H 1.98326 -2.09642 0.18202
H 2.73876 -0.57419 0.61252
H -1.18718 0.05382 2.14336
H -0.26878 1.99982 -1.04749
H -1.93168 1.56795 -0.95671
H -0.94456 0.64366 -2.18630
*
```

The structure (SMILES) is CC1=N[C@H]1C1=NC1. Its highest occupied orbital energy is -9.41 eV. Its LUMO energy is 0.73 eV.

For reference, the Mulliken charges in units of e are: 0.2181 0.4199 -0.3018 0.0162 -0.8852 -0.5275 -0.5603 0.1927 0.1999 0.3865 0.2826 0.2849 0.2740

Last place for stability: <S>

<P>
DFT (ωB97M-V/def2-TZVPD) results for a molecular structure, C5H6N2.

Structure (ORCA input):
```
! wB97M-V def2-TZVPD RIJCOSX def2/J DEFGRID3
* xyz 0 1
C -1.49480 -0.25719 -1.87281
C -0.38273 0.42235 -1.49698
C 0.26597 0.15736 -0.25351
C 1.93105 0.19868 1.27729
C 0.71910 -0.21550 1.90603
H -2.21327 -0.61175 -1.20295
H -2.10537 -0.44290 -2.76217
H 0.21301 0.46764 -2.33879
H 2.86793 0.55780 1.72663
H 0.41693 -0.67828 2.93415
H -1.48614 0.18578 1.19685
N 1.52047 0.39019 -0.09026
N -0.25216 -0.17419 0.97654
*
```

Its highest occupied orbital energy is -8.30 eV. Its LUMO energy is 0.34 eV.

For reference, the Mulliken charges in units of e are: -0.6073 -0.4167 0.6067 -0.3804 -0.1734 0.2187 0.2729 0.3055 0.3290 0.3076 0.3726 -0.5979 -0.2374

<Q>
DFT (ωB97M-V/def2-TZVPD) results for 2 unconnected molecules or ions with the total composition C5H6N2.

Structure (ORCA input):
```
! wB97M-V def2-TZVPD RIJCOSX def2/J DEFGRID3
* xyz 0 1
C -0.22673 -0.86495 0.68486
C -0.18277 0.51061 0.96979
C 0.16334 -1.26395 -0.51846
C 0.28890 1.06304 -0.37703
C 0.52849 0.02783 -1.22147
N -2.86877 0.49991 -1.05560
N -2.75999 1.05055 -1.99068
H -0.58334 -1.57992 1.41897
H -0.99941 1.00231 1.39172
H 0.14785 -2.30071 -0.86115
H 0.43262 2.03960 -0.60364
H 0.94177 -0.13847 -2.17672
H 0.69050 0.58988 1.56567
*
```

The structure (SMILES) is C1=CCC=C1.N#N. Its highest occupied orbital energy is -8.59 eV. Its LUMO energy is 1.29 eV.

For reference, the Mulliken charges in units of e are: -0.4550 -0.4235 -0.2909 -0.9499 -0.3425 0.0735 -0.0782 0.3566 0.3992 0.4083 0.5340 0.4483 0.3201

<R>
DFT (ωB97M-V/def2-TZVPD) results for a single C5H6N2 molecule.

Structure (ORCA input):
```
! wB97M-V def2-TZVPD RIJCOSX def2/J DEFGRID3
* xyz 0 1
C 1.83601 1.07089 0.00530
C -0.48753 0.14295 0.02288
C -1.89548 -0.24476 -0.21624
C -0.82831 -1.25784 0.06985
C 0.39467 1.09583 -0.23666
N 2.45402 -0.00074 0.10626
N 2.90809 -1.02322 0.08557
H 2.22529 1.90518 0.60792
H -2.41980 0.16993 0.64409
H -2.65152 -0.27171 -1.10706
H -0.73403 -1.62076 1.13344
H -0.65302 -2.07182 -0.63663
H -0.14841 2.10606 -0.47872
*
```

Its highest occupied orbital energy is -8.03 eV. Its LUMO energy is 0.84 eV.

For reference, the Mulliken charges in units of e are: -0.2471 0.1712 -0.6379 -0.3842 -0.2312 0.6080 -0.6635 0.2600 0.2025 0.2420 0.1761 0.2626 0.2417

Last place for stability: <R>